{
  "formula": "C11H26ClN4PbS3Sb",
  "method": "ωB97M-V/def2-TZVPD",
  "symbols": ["Pb", "C", "C", "N", "C", "C", "N", "C", "C", "C", "N", "C", "C", "N", "C", "H", "H", "H", "H", "H", "H", "H", "H", "H", "H", "H", "H", "H", "H", "H", "H", "H", "H", "H", "H", "H", "H", "H", "H", "S", "Sb", "S", "S", "Cl", "C", "H", "H"],
  "coordinates": [[0.81479, -0.46403, -0.24804], [-3.19390, -1.26075, -1.36280], [-3.14471, 0.90879, -2.67650], [-2.62630, 1.96449, -2.07858], [-1.42016, 2.37840, -1.32134], [-1.47763, 2.18170, 0.20020], [-0.23736, 1.61544, 0.78542], [-0.43258, 1.49627, 2.24901], [0.80015, 1.23296, 3.11046], [1.61432, -0.06796, 2.93812], [0.96160, -1.12692, 2.13888], [-0.22251, -1.76921, 2.74048], [-1.17064, -2.34407, 1.69607], [-1.68597, -1.31170, 0.78448], [-2.80368, -1.86974, -0.06192], [-1.33882, -1.74009, -2.75208], [-3.08162, -1.01872, -3.50661], [-1.41983, -0.02568, -3.66332], [-1.12576, -0.23221, -1.66822], [-3.17326, 2.77456, -2.34955], [-1.36437, 3.44288, -1.53973], [-0.51518, 1.93737, -1.74285], [-2.33245, 1.55269, 0.45111], [-1.64618, 3.14686, 0.68644], [0.51645, 2.28468, 0.63226], [-1.17765, 0.71855, 2.39837], [-0.89014, 2.41911, 2.62271], [0.43189, 1.29457, 4.13601], [1.49558, 2.06941, 3.00666], [1.88483, -0.45358, 3.92464], [2.54042, 0.16031, 2.41387], [1.66356, -1.84809, 1.98588], [-0.75426, -1.03168, 3.34123], [0.08407, -2.55642, 3.43350], [-1.98315, -2.84618, 2.23598], [-0.66846, -3.11017, 1.09739], [-2.12066, -0.59835, 1.36087], [-3.71282, -1.85573, 0.54681], [-2.57973, -2.93536, -0.21524], [3.22573, 0.68167, -0.16790], [4.02416, -1.87692, -2.61200], [3.66027, -1.35720, -0.23710], [1.73610, -2.11619, -3.30247], [-2.15728, -0.64658, -2.57407], [2.61090, -0.54354, -3.48966], [2.24467, 0.30970, -2.92997], [2.86039, -0.30625, -4.51806]],
  "forces_ev_per_a": [[-0.2, -0.3, -0.3], [-1.2, 0.4, 0.6], [0.3, 0.1, 0.8], [-0.6, 0.1, -0.4], [0.2, 0.0, 0.0], [0.0, 0.0, -0.1], [-0.1, 0.1, 0.2], [0.0, 0.0, 0.0], [0.0, 0.0, -0.1], [0.0, 0.0, 0.0], [0.1, 0.1, -0.1], [-0.1, 0.0, 0.0], [-0.1, 0.0, 0.2], [0.0, -0.1, -0.1], [0.5, -0.2, -0.1], [0.0, -0.2, -0.2], [0.0, -0.4, 0.1], [0.2, -0.1, 0.3], [0.1, 0.5, 0.0], [0.1, 0.1, 0.0], [0.2, 0.0, 0.1], [-0.1, -0.1, 0.0], [0.1, -0.2, 0.0], [-0.2, 0.0, -0.1], [0.0, 0.0, 0.0], [0.0, 0.0, 0.0], [0.0, 0.0, 0.0], [0.0, 0.0, 0.0], [0.0, 0.0, 0.0], [0.0, 0.0, 0.0], [0.0, 0.0, 0.0], [0.0, 0.0, 0.0], [0.0, 0.0, 0.0], [0.0, 0.0, 0.0], [0.0, -0.1, 0.0], [0.0, 0.0, 0.0], [0.1, 0.1, -0.1], [-0.1, -0.1, 0.0], [0.1, 0.0, -0.1], [-0.2, 0.0, 0.1], [0.1, -0.1, 0.1], [0.1, 0.1, 0.1], [-0.1, 0.1, -0.1], [0.6, 0.1, -0.7], [-0.1, 0.0, -0.3], [0.1, -0.1, 0.2], [0.0, 0.1, 0.0]],
  "lowdin_spin": [-0.004, 0.643, 0.017, 0.033, 0.001, 0.003, 0.000, 0.000, 0.000, 0.000, -0.001, 0.001, 0.003, 0.022, 0.114, 0.001, 0.010, 0.004, -0.003, 0.000, 0.000, 0.000, 0.002, 0.000, 0.000, 0.000, 0.000, 0.000, 0.000, 0.000, 0.000, 0.000, 0.000, 0.000, 0.000, 0.001, 0.001, 0.004, 0.030, -0.001, 0.000, 0.000, -0.001, 0.120, 0.000, 0.000, 0.000],
  "de_lowest_ev": 19.011,
  "energy_ha": -2740.76668,
  "charge": 1,
  "e_homo_ev": [-10.2715, -10.0179],
  "homo_lumo_gap_ev": [6.782, 6.562],
  "spin_multiplicity": 2,
  "e_lumo_ev": [-3.5, -3.5]
}